# 1
ORCA calculation (wB97M-V/def2-TZVPD) on one molecule with the formula C5H6O2.

Structure (XYZ):
```
13
Properties=species:S:1:pos:R:3:nbo_charge:R:1
C 1.669 0.855 -0.591 -0.632
C 0.519 0.020 -0.111 -0.145
O -0.058 0.685 1.079 -0.383
C -0.849 0.031 1.806 0.644
O -1.217 -1.178 1.542 -0.621
C -0.482 -0.426 -0.996 -0.137
C -1.360 -0.987 -1.636 -0.321
H 2.049 0.402 -1.512 0.231
H 2.495 0.873 0.131 0.209
H 1.385 1.894 -0.820 0.191
H -0.777 -1.440 0.686 0.551
H -1.211 0.491 2.724 0.176
H -2.163 -1.219 -2.302 0.236
```

* spin multiplicity: 1
* gap between HOMO and LUMO (alpha / beta): 7.4 / 7.4 eV
* energy relative to the best compared isomer or geometry (same formula, charge and spin): 107.17 kcal/mol

---

# 2
ORCA calculation (wB97M-V/def2-TZVPD) on a 7-piece molecular cluster, C43H49BF3NO6S2 overall.

Structure (XYZ):
```
105
Properties=species:S:1:pos:R:3:mulliken_charge:R:1
C 2.767 -1.470 -1.410 -1.095
C 1.781 -0.350 -1.008 -0.201
S 1.565 0.759 -2.426 -0.309
C 0.037 1.643 -2.049 -1.005
C -1.230 0.828 -1.797 -0.249
O -2.280 1.834 -1.497 -0.261
S -2.889 2.396 -2.845 1.117
O -2.321 3.661 -3.178 -0.640
O -4.302 2.227 -2.767 -0.619
O -2.237 1.290 -3.805 -0.439
C -1.864 0.129 -2.994 1.706
C -3.146 -0.688 -2.641 -1.729
O -3.370 -0.682 -1.232 -0.407
C -4.402 -1.427 -0.799 1.015
F -4.080 -2.731 -0.872 -0.270
F -5.514 -1.272 -1.496 -0.271
F -4.631 -1.116 0.444 -0.239
B -1.049 -0.965 -3.818 0.033
N -0.101 -1.845 -3.121 0.131
O -1.422 -1.084 -5.122 -0.719
H 3.697 -1.401 -0.845 0.336
H 3.046 -1.387 -2.467 0.345
H 2.318 -2.458 -1.293 0.347
H 0.833 -0.761 -0.666 0.084
H 2.253 0.228 -0.208 0.625
H -0.117 2.328 -2.883 0.299
H 0.196 2.252 -1.153 0.532
H -1.174 0.193 -0.913 0.586
H -3.010 -1.733 -2.955 0.700
H -3.998 -0.291 -3.196 0.564
H 0.835 -1.601 -3.444 -0.071
H -0.248 -2.823 -3.370 0.157
H -1.052 -1.877 -5.539 0.280
C -2.582 1.421 4.807 -0.641
C -2.190 2.427 3.936 -0.581
C -2.337 2.256 2.565 -0.482
C -2.877 1.078 2.068 0.092
C -3.272 0.072 2.940 -0.294
C -3.123 0.243 4.310 -0.730
H -2.477 1.559 5.876 0.424
H -1.777 3.349 4.325 0.553
H -2.036 3.043 1.884 0.484
H -3.002 0.949 0.999 0.317
H -3.699 -0.842 2.556 0.438
H -3.435 -0.538 4.991 0.379
C 2.004 -6.189 -7.601 -0.438
C 2.946 -5.191 -7.392 -0.354
C 2.650 -4.120 -6.562 -0.596
C 1.412 -4.053 -5.938 0.153
C 0.470 -5.051 -6.144 -0.374
C 0.766 -6.120 -6.979 -0.468
H 2.236 -7.023 -8.251 0.360
H 3.912 -5.248 -7.877 0.368
H 3.382 -3.339 -6.401 0.371
H 1.183 -3.217 -5.289 0.148
H -0.495 -5.002 -5.653 0.389
H 0.032 -6.898 -7.142 0.366
C 0.092 -6.463 -0.621 -0.410
C -1.295 -6.414 -0.596 -0.493
C -1.954 -5.209 -0.801 -0.486
C -1.222 -4.053 -1.036 0.328
C 0.166 -4.102 -1.062 -0.429
C 0.824 -5.306 -0.852 -0.562
H 0.603 -7.403 -0.458 0.384
H -1.865 -7.317 -0.415 0.379
H -3.035 -5.171 -0.776 0.405
H -1.729 -3.112 -1.197 0.258
H 0.732 -3.197 -1.244 -0.012
H 1.905 -5.344 -0.868 0.386
C -7.554 4.408 6.561 -0.413
C -8.046 3.200 6.086 -0.338
C -7.232 2.368 5.330 -0.570
C -5.924 2.741 5.052 0.089
C -5.432 3.948 5.528 -0.343
C -6.247 4.782 6.281 -0.439
H -8.189 5.058 7.149 0.355
H -9.065 2.908 6.305 0.356
H -7.617 1.428 4.956 0.368
H -5.288 2.092 4.464 0.235
H -4.411 4.236 5.310 0.360
H -5.863 5.726 6.649 0.362
C 2.399 2.710 3.571 -0.412
C 1.972 1.546 2.945 -0.403
C 2.874 0.518 2.710 -0.561
C 4.198 0.647 3.104 -0.339
C 4.622 1.810 3.731 -0.466
C 3.724 2.843 3.962 -0.493
H 1.698 3.514 3.754 0.408
H 0.939 1.439 2.643 0.531
H 2.543 -0.390 2.220 0.532
H 4.900 -0.156 2.922 0.375
H 5.655 1.913 4.041 0.477
H 4.057 3.752 4.446 0.383
C 9.043 5.176 0.526 -0.437
C 9.248 4.162 1.452 -0.397
C 8.161 3.545 2.056 -0.376
C 6.870 3.937 1.731 0.160
C 6.666 4.949 0.804 -0.596
C 7.752 5.570 0.203 -0.314
H 9.891 5.659 0.057 0.352
H 10.255 3.854 1.704 0.359
H 8.322 2.756 2.781 0.346
H 6.023 3.454 2.199 0.151
H 5.659 5.253 0.549 0.370
H 7.593 6.361 -0.518 0.363
```

* spin multiplicity: 1
* gap between HOMO and LUMO: 9.4 eV
* SMILES: CCSC[C@H]1OS(=O)(=O)O[C@@]1(COC(F)(F)F)B(N)O.c1ccccc1.c1ccccc1.c1ccccc1.c1ccccc1.c1ccccc1.c1ccccc1

---

# 3
ORCA calculation (wB97M-V/def2-TZVPD) on C30H25F6N12O2S2Zr as an isolated structure.

Structure (XYZ):
```
78
Properties=species:S:1:pos:R:3:mulliken_charge:R:1
Zr 1.850 -0.029 1.131 1.145
C -3.802 -0.663 2.439 -0.840
N -2.464 -0.067 2.213 0.881
C -1.447 -0.563 1.538 -0.609
N -0.408 0.283 1.599 0.556
C -0.905 1.316 2.366 -0.977
N -2.134 1.134 2.747 -1.036
C -4.309 -1.374 1.208 0.624
C -4.979 -2.587 1.316 -1.014
C -5.509 -3.188 0.178 -0.738
C -5.354 -2.606 -1.069 -0.945
C -4.670 -1.398 -1.178 -0.013
C -4.168 -0.782 -0.038 0.170
C -4.447 -0.758 -2.473 0.541
N -4.874 -1.063 -3.644 -0.445
N -4.320 -0.127 -4.519 -0.447
C -3.598 0.654 -3.800 0.631
O -3.623 0.321 -2.484 -0.209
C -2.742 1.776 -4.179 -0.139
C -2.679 2.233 -5.493 -0.922
C -1.823 3.275 -5.812 -0.739
C -1.016 3.854 -4.839 -0.847
C -1.088 3.401 -3.528 0.975
C -0.230 4.002 -2.443 -0.996
N 0.597 2.954 -1.804 0.766
C 0.409 2.333 -0.665 -0.444
N 1.342 1.363 -0.519 0.134
C 2.075 1.481 -1.690 -0.920
N 1.647 2.417 -2.473 -0.840
C -1.957 2.375 -3.202 -0.106
H -4.447 0.169 2.718 0.346
H -3.729 -1.338 3.290 0.433
H -1.486 -1.502 1.009 0.668
H -0.337 2.193 2.641 0.534
H -5.112 -3.058 2.283 0.465
H -6.044 -4.123 0.271 0.443
H -5.756 -3.073 -1.958 0.567
H -3.684 0.182 -0.138 0.726
H -3.298 1.768 -6.248 0.563
H -1.775 3.636 -6.830 0.435
H -0.340 4.656 -5.106 0.433
H -0.826 4.450 -1.648 0.276
H 0.453 4.748 -2.841 0.445
H -0.377 2.573 0.031 0.542
H 2.912 0.851 -1.935 0.726
H -2.040 2.024 -2.179 0.650
N 2.830 1.846 4.223 -0.340
C 2.327 0.609 4.351 0.169
N 1.960 -0.165 3.316 0.760
C 1.389 -1.383 3.782 -0.433
C 1.361 -1.487 5.118 -0.246
S 2.013 -0.089 5.876 -0.092
C 1.040 -2.405 2.787 -0.650
C 0.636 -3.669 2.987 -0.297
S 0.602 -4.556 1.510 -0.106
C 1.163 -3.181 0.658 0.067
N 1.293 -2.097 1.437 1.380
N 1.416 -3.181 -0.653 -0.320
H 3.320 2.103 3.382 0.072
H 3.100 2.357 5.051 0.274
H 1.005 -2.308 5.721 0.462
H 0.397 -4.164 3.915 0.481
H 1.332 -4.036 -1.183 0.279
H 2.050 -2.487 -1.021 0.050
C 5.489 -0.229 -1.112 -1.760
C 4.733 -0.451 0.179 0.903
O 3.335 -0.585 -0.001 -0.107
C 5.190 -1.765 0.873 0.622
F 6.418 -1.676 1.338 -0.247
F 4.354 -2.049 1.896 -0.178
F 5.101 -2.767 0.004 -0.255
C 4.949 0.746 1.170 0.471
F 5.004 0.400 2.451 -0.247
F 5.927 1.540 0.879 -0.218
F 3.741 1.538 1.114 -0.312
H 5.237 -1.024 -1.810 0.407
H 6.563 -0.247 -0.928 0.447
H 5.239 0.735 -1.554 0.509
```

* spin multiplicity: 1
* total charge: +3
* gap between HOMO and LUMO: 4.9 eV
* energy relative to the best compared isomer or geometry (same formula, charge and spin): 8.89 kcal/mol

---

# 4
ORCA calculation (wB97M-V/def2-TZVPD) on one molecule with the formula C4H8FNO.

Structure (XYZ):
```
15
Properties=species:S:1:pos:R:3:nbo_charge:R:1
C -1.102 1.454 0.883 -0.417
C -0.111 2.030 -0.031 -0.410
C -0.640 0.668 -0.302 -0.292
C 0.406 -0.500 -0.215 0.478
N 0.911 -2.800 -0.369 -0.564
O -0.138 -1.843 0.133 -0.418
F 1.390 -0.163 0.715 -0.374
H -0.656 1.063 1.810 0.231
H -2.108 1.921 0.976 0.226
H -0.355 2.801 -0.886 0.213
H 0.883 2.245 0.398 0.232
H -1.200 0.651 -1.152 0.221
H 0.986 -0.730 -1.197 0.164
H 0.622 -3.332 -1.192 0.350
H 1.110 -3.462 0.427 0.360
```

* spin multiplicity: 1
* gap between HOMO and LUMO: 11.1 eV
* energy relative to the best compared isomer or geometry (same formula, charge and spin): 72.54 kcal/mol
* SMILES: NO[C@H](F)C1CC1

---

# 5
ORCA calculation (wB97M-V/def2-TZVPD) on C5H9NO as an isolated structure.

Structure (XYZ):
```
16
Properties=species:S:1:pos:R:3:nbo_charge:R:1
N 2.056 0.584 1.009 -0.678
C 1.463 0.334 -0.113 0.533
C 1.000 -1.126 -0.306 -0.478
C -0.477 -1.334 0.150 -0.418
C -1.024 0.071 0.134 -0.332
C -0.912 1.381 -0.457 -0.049
O 0.932 1.389 -0.764 -0.629
H 2.148 1.609 1.046 0.336
H 1.055 -1.307 -1.381 0.218
H 1.604 -1.828 0.279 0.244
H -0.588 -1.738 1.176 0.226
H -1.084 -1.974 -0.502 0.224
H -2.643 -0.067 -0.170 0.147
H -1.208 0.286 1.222 0.222
H -1.259 2.220 0.186 0.226
H -1.061 1.498 -1.512 0.210
```

* spin multiplicity: 1
* gap between HOMO and LUMO: 9.1 eV
* energy relative to the best compared isomer or geometry (same formula, charge and spin): 133.30 kcal/mol

---

# 6
ORCA calculation (wB97M-V/def2-TZVPD) on one molecule with the formula C4H6OS.

Structure (XYZ):
```
12
Properties=species:S:1:pos:R:3:nbo_charge:R:1
C -0.248 1.925 -0.136 -0.607
C -0.548 0.455 0.409 -0.413
C -1.847 -0.113 -0.083 0.444
C 0.495 -0.583 0.144 -0.261
H 0.217 1.853 -1.126 0.226
H -1.185 2.417 -0.258 0.205
H 0.333 2.554 0.538 0.229
H -0.714 0.485 1.560 0.266
H -2.638 0.600 -0.303 0.119
H 0.081 -1.538 0.475 0.216
O -2.029 -1.298 -0.177 -0.513
S 2.064 -0.380 -0.092 0.088
```

* spin multiplicity: 1
* gap between HOMO and LUMO: 8.4 eV
* energy relative to the best compared isomer or geometry (same formula, charge and spin): 37.73 kcal/mol
* SMILES: C[C@@H](C=O)C=S

---

Repeat the first record exactly.
ORCA calculation (wB97M-V/def2-TZVPD) on one molecule with the formula C5H6O2.

Structure (XYZ):
```
13
Properties=species:S:1:pos:R:3:nbo_charge:R:1
C 1.669 0.855 -0.591 -0.632
C 0.519 0.020 -0.111 -0.145
O -0.058 0.685 1.079 -0.383
C -0.849 0.031 1.806 0.644
O -1.217 -1.178 1.542 -0.621
C -0.482 -0.426 -0.996 -0.137
C -1.360 -0.987 -1.636 -0.321
H 2.049 0.402 -1.512 0.231
H 2.495 0.873 0.131 0.209
H 1.385 1.894 -0.820 0.191
H -0.777 -1.440 0.686 0.551
H -1.211 0.491 2.724 0.176
H -2.163 -1.219 -2.302 0.236
```

* spin multiplicity: 1
* gap between HOMO and LUMO (alpha / beta): 7.4 / 7.4 eV
* energy relative to the best compared isomer or geometry (same formula, charge and spin): 107.17 kcal/mol

---

Question: Number 4 is which compound?
Answer: C4H8FNO